Model w:
Entry from the Open Molecules 2025 dataset: a 3-piece molecular cluster, C4H14N2OS overall (the ωB97M-V functional and the def2-TZVPD basis).

ORCA input file:
```
! RIJCOSX wB97M-V def2-TZVPD def2/J DEFGRID3
* xyz 1 2
N -1.88961 0.47738 -1.76600
C -1.00216 0.42612 -0.50894
C -0.79149 -0.97475 0.03697
C -0.47597 -0.94555 1.55632
S 0.91384 0.08951 2.05073
C 0.32322 1.20530 -0.88036
N 0.46878 2.56415 -0.43532
H -2.67569 -0.19104 -1.61325
H -2.31178 1.38316 -1.92795
H -1.35911 1.12971 0.24665
H -1.65784 -1.59539 -0.07475
H 0.06516 -1.38959 -0.55030
H -1.30693 -0.61620 2.14440
H -0.24384 -1.97375 1.70669
H 1.64073 -0.23866 -0.68294
H 1.19453 0.61272 -0.63251
H 0.49356 1.08429 -2.04446
H 1.47931 2.71221 -0.20961
H 0.00193 2.78146 0.51989
H 1.93426 -1.72642 1.55258
H 3.09682 -2.48924 0.75648
O 2.10227 -2.32543 0.75569
*
```

Orbital gap (spin up / spin down) (eV): 7.06 / 6.47
Molar mass (u): 138.2



Model x:
Entry from the Open Molecules 2025 dataset: a 2-piece molecular cluster, C4H14N2OS overall (the ωB97M-V functional and the def2-TZVPD basis).

ORCA input file:
```
! RIJCOSX wB97M-V def2-TZVPD def2/J DEFGRID3
* xyz 1 2
C 1.40396 0.71672 0.38963
N 0.81501 -0.32854 -0.44722
C 0.17127 0.03056 -1.70101
C -0.77411 -1.09185 -2.07665
S -2.00458 -1.20605 -0.75595
C 0.44595 1.83356 0.78634
N -0.20515 1.55492 2.10316
H 2.32583 1.06423 -0.09231
H 1.67241 0.20644 1.31918
H 1.49082 -1.07660 -0.60128
H -0.27691 1.02129 -1.69934
H 0.94292 0.04776 -2.48769
H -0.24963 -2.01974 -2.27114
H -1.25598 -0.82718 -3.02002
H -1.76283 -0.02569 -0.19471
H -0.37067 1.98719 0.07201
H 0.88624 2.80121 0.95202
H 0.22445 0.77045 2.57576
H -1.18851 1.34599 1.98877
H -1.48006 -2.17226 1.40645
H 0.01415 -2.38022 1.64068
O -0.82459 -2.25217 2.11331
*
```

Orbital gap (spin up / spin down) (eV): 9.93 / 4.85
Molar mass (u): 138.2



Energy above the most stable structure, in eV: model w 3.376; model x 0.000



Model w:
Entry from the Open Molecules 2025 dataset: a 12-piece molecular cluster, F6H22O11P overall (the ωB97M-V functional and the def2-TZVPD basis).

ORCA input file:
```
! RIJCOSX wB97M-V def2-TZVPD def2/J DEFGRID3
* xyz -1 1
P -0.16589 0.17707 0.59999
F -0.05485 1.56343 -0.23000
F 0.80968 -0.55510 -0.48188
F 1.19482 0.61399 1.38899
F -0.23822 -1.24127 1.35663
F -1.05827 0.92410 1.72177
F -1.47414 -0.23546 -0.27061
O -1.74245 -0.41550 4.06057
H -1.75998 0.08042 4.88489
H -0.84104 -0.30602 3.73501
O 1.79353 1.09997 4.05706
H 2.63422 0.63196 4.07390
H 1.48869 1.01272 3.14002
O -0.30917 -2.02796 -3.13016
H -0.73493 -2.59536 -2.48105
H 0.38739 -1.56843 -2.63865
O 1.93483 -2.57844 3.43310
H 1.60338 -2.36154 2.55167
H 1.61329 -3.46922 3.60167
O -2.56928 -2.67947 -1.04668
H -2.16960 -1.93098 -0.57584
H -1.99113 -3.42542 -0.85565
O 2.42274 -2.21014 -3.19942
H 2.36785 -1.91006 -2.28497
H 2.15741 -1.44452 -3.73675
O -2.13938 3.67006 1.76528
H -1.95692 2.79744 2.12849
H -1.60061 3.71292 0.96901
O 0.92307 0.24529 -3.63327
H -0.03715 0.40492 -3.52091
H 1.33968 0.85528 -3.01762
O -1.35015 1.80853 -3.53984
H -1.51747 1.99282 -2.59417
H -1.31747 2.68169 -3.93996
O 3.63694 -0.31189 0.29701
H 4.03451 0.32048 -0.31122
H 2.68816 -0.08673 0.31342
O -2.47836 2.58263 -0.95806
H -2.10460 1.77098 -0.56513
H -3.41911 2.40681 -1.06668
*
```

Orbital gap (eV): 10.21
Molar mass (u): 343.1



Model x:
Entry from the Open Molecules 2025 dataset: a 12-piece molecular cluster, F6H22O11P overall (the ωB97M-V functional and the def2-TZVPD basis).

ORCA input file:
```
! RIJCOSX wB97M-V def2-TZVPD def2/J DEFGRID3
* xyz -1 1
P 0.12028 0.53552 -0.43186
F 0.61810 -0.91946 0.06587
F -1.21690 -0.15140 -1.12028
F -0.63147 0.66212 1.00371
F -0.47503 1.95633 -0.85262
F 1.45162 1.22579 0.09633
F 0.84900 0.26052 -1.87231
O 1.28917 3.55193 -2.71174
H 1.42736 2.77962 -3.26803
H 0.65452 3.24741 -2.05111
O -1.02908 0.86881 -3.92094
H -0.37575 0.42840 -3.35840
H -1.42496 0.16771 -4.44569
O 2.77245 0.71017 2.71605
H 2.65292 0.93703 1.78619
H 2.43169 -0.19025 2.77255
O 0.77813 3.71828 1.92275
H 1.46757 4.03985 1.33394
H 0.52321 2.87333 1.53449
O -0.32699 -2.05242 3.28857
H -0.09539 -2.08443 4.22103
H -0.62115 -1.14570 3.14930
O -3.50988 1.81331 -1.61168
H -3.90847 1.55668 -2.44725
H -2.74966 1.22237 -1.52557
O 1.87816 -3.32267 1.49133
H 1.87796 -3.12270 0.54912
H 0.95301 -3.23796 1.75757
O -0.61185 1.20851 4.04971
H -0.00661 1.88717 4.36575
H -0.30657 1.02041 3.15417
O 3.04794 -1.96487 -2.54073
H 2.35457 -2.09450 -3.19460
H 2.92725 -1.04894 -2.26490
O -1.52948 -3.11069 -1.54631
H -2.47888 -3.21430 -1.65989
H -1.37887 -2.15918 -1.63798
O -2.77774 -2.13594 1.26010
H -2.70865 -2.98270 0.81043
H -1.91156 -1.73314 1.13291
*
```

Orbital gap (eV): 10.88
Molar mass (u): 343.1



Energy above the most stable structure, in eV: model w 0.161; model x 0.000



Model w:
Entry from the Open Molecules 2025 dataset: one molecule with the formula C4H4O (the ωB97M-V functional and the def2-TZVPD basis).

ORCA input file:
```
! RIJCOSX wB97M-V def2-TZVPD def2/J DEFGRID3
* xyz 0 1
C 0.18714 -0.85119 -0.94987
C 0.44111 0.41519 -1.18815
C -0.07280 0.27068 1.38968
C -0.59539 0.14877 -0.12843
O -0.75217 0.31855 2.35360
H 0.50324 -1.85826 -0.98320
H 0.88972 1.14774 -1.71570
H 1.06855 0.24133 1.62228
H -1.66942 0.16720 -0.40020
*
```

Orbital gap (eV): 10.09
Structure (SMILES): O=CC1C=C1
Molar mass (u): 68.1



Model x:
Entry from the Open Molecules 2025 dataset: a 2-piece molecular cluster, C4H4O overall (the ωB97M-V functional and the def2-TZVPD basis).

ORCA input file:
```
! RIJCOSX wB97M-V def2-TZVPD def2/J DEFGRID3
* xyz 0 1
C -0.09285 1.28126 -0.06138
C 0.60204 -0.84081 -0.23270
C -0.51108 0.02330 -0.68071
C 0.22282 0.18841 0.70767
O -0.36803 2.43494 -0.23935
H 0.27791 -1.77222 0.08032
H 1.54392 -0.94608 -0.73538
H -1.50579 -0.41151 -1.08349
H -0.16894 0.04271 2.24503
*
```

Orbital gap (eV): 9.70
Molar mass (u): 68.1



Energy above the most stable structure, in eV: model w 0.000; model x 1.535



Model w:
Entry from the Open Molecules 2025 dataset: C17H17N8O4RuS2 as an isolated structure (the ωB97M-V functional and the def2-TZVPD basis).

ORCA input file:
```
! RIJCOSX wB97M-V def2-TZVPD def2/J DEFGRID3
* xyz 2 2
Ru 0.60541 0.66696 -0.01708
C 0.73589 -2.07547 2.26300
C 0.71718 -0.66590 2.74956
N 0.61567 0.41305 1.98941
C 0.69186 1.58280 2.72882
C 0.81230 1.38556 4.05941
S 0.84332 -0.28843 4.39349
C 0.65414 2.82383 1.95780
C 0.64533 4.10156 2.39664
S 0.58468 5.15754 1.06498
C 0.57184 3.87387 -0.02387
N 0.61524 2.68502 0.56833
C 0.48593 4.16158 -1.48682
H 0.50741 -2.11406 1.20371
H 0.00867 -2.68009 2.80416
H 1.72311 -2.51160 2.42288
H 0.89073 2.11987 4.84436
H 0.66786 4.46603 3.41083
H 0.30529 5.22007 -1.65801
H -0.35941 3.62379 -1.92121
H 1.41714 3.89658 -1.99205
N 0.43958 1.06289 -2.12669
N 1.39697 0.33981 -2.86572
C 2.31243 -0.35803 -2.18125
N 3.18815 -1.09697 -2.82118
N 2.24811 -0.12828 -0.84851
N 3.27508 -0.62311 0.02141
O 4.19470 -1.27204 -0.41390
O 3.08532 -0.29901 1.16474
H -0.47630 0.65839 -2.31116
H 0.45461 2.02925 -2.43811
H 1.26245 0.22277 -3.85835
H 3.16476 -1.18648 -3.82462
H 3.89089 -1.58968 -2.29072
O -1.60340 0.72433 0.46738
C -1.67957 -0.42671 -0.02783
N -0.54017 -0.84159 -0.61188
C -0.72445 -2.09903 -1.23880
O 0.09250 -2.63542 -1.93458
C -2.12620 -2.49648 -0.86478
C -2.81650 -3.65152 -1.15241
C -4.12141 -3.75091 -0.66392
C -4.70366 -2.72455 0.07128
C -4.00398 -1.55078 0.35445
C -2.71427 -1.46593 -0.12288
H -2.36559 -4.44964 -1.72685
H -4.69346 -4.64795 -0.85981
H -5.71849 -2.83845 0.42740
H -4.45768 -0.74745 0.91893
*
```

Orbital gap (spin up / spin down) (eV): 8.43 / 7.08
Molar mass (u): 562.6



Model x:
Entry from the Open Molecules 2025 dataset: C17H17N8O4RuS2 as an isolated structure (the ωB97M-V functional and the def2-TZVPD basis).

ORCA input file:
```
! RIJCOSX wB97M-V def2-TZVPD def2/J DEFGRID3
* xyz 2 2
Ru 0.22677 0.11606 -0.75382
C 2.12309 -0.91857 2.70625
C 2.71839 0.03836 1.73997
N 2.33581 0.36815 0.52941
C 3.20356 1.27010 -0.04936
C 4.24168 1.64128 0.75804
S 4.16033 0.84990 2.24688
C 3.06703 1.73504 -1.41318
C 4.05535 2.44013 -2.04246
S 3.62150 2.80234 -3.63053
C 2.12104 1.98278 -3.40759
N 1.96267 1.47620 -2.19920
C 1.22953 1.94273 -4.60894
H 1.80817 -1.83738 2.21689
H 1.26463 -0.47296 3.20928
H 2.85303 -1.15908 3.47621
H 5.03471 2.33802 0.54941
H 5.01347 2.72852 -1.64791
H 1.72601 2.44377 -5.43697
H 0.28948 2.47383 -4.45380
H 1.02770 0.92142 -4.93649
N -0.71600 0.64024 -2.83286
N -1.97602 0.36991 -3.33970
C -2.91232 -0.39712 -2.72730
N -4.03858 -0.56035 -3.39588
N -2.64963 -0.87043 -1.51138
N -3.66755 -1.63317 -0.97253
O -4.53617 -2.09143 -1.69177
O -3.64104 -1.80232 0.22230
H -0.52506 1.63473 -2.87649
H -0.00810 0.11340 -3.34088
H -2.17046 0.68796 -4.27648
H -4.20654 -0.09536 -4.27378
H -4.73478 -1.19133 -3.02568
O 0.11989 -1.73628 0.44007
C -0.45396 -1.10816 1.35384
N -0.57061 0.23829 1.23953
C -1.11419 0.79689 2.40883
O -1.32435 1.94959 2.62519
C -1.31493 -0.37354 3.33835
C -1.79872 -0.39335 4.62352
C -1.86834 -1.63673 5.25597
C -1.47732 -2.79994 4.60443
C -0.98856 -2.77245 3.30052
C -0.90408 -1.54159 2.68614
H -2.10575 0.51289 5.12698
H -2.24488 -1.69252 6.26793
H -1.56059 -3.74504 5.12330
H -0.69532 -3.68342 2.79576
*
```

Orbital gap (spin up / spin down) (eV): 5.27 / 5.79
Molar mass (u): 562.6



Energy above the most stable structure, in eV: model w 0.000; model x 5.606



Model w:
Entry from the Open Molecules 2025 dataset: a 2-piece molecular cluster, CH2N2P2 overall (the ωB97M-V functional and the def2-TZVPD basis).

ORCA input file:
```
! RIJCOSX wB97M-V def2-TZVPD def2/J DEFGRID3
* xyz 0 1
C -0.62029 -1.81445 -0.08757
N -1.51899 -2.47265 0.14888
N -2.34192 1.03918 -0.77312
P -3.12681 0.16373 0.07537
P 0.55472 -0.49428 -0.41783
H -0.15035 0.31406 0.36832
H -0.40031 0.14198 -1.43447
*
```

Orbital gap (eV): 10.62
Structure (SMILES): N#CP.N#P
Molar mass (u): 104.0



Model x:
Entry from the Open Molecules 2025 dataset: one molecule with the formula CH2N2P2 (the ωB97M-V functional and the def2-TZVPD basis).

ORCA input file:
```
! RIJCOSX wB97M-V def2-TZVPD def2/J DEFGRID3
* xyz 0 1
C 0.75952 0.41397 -0.50262
N 0.49208 -0.56909 -1.20908
N -0.80650 -1.37175 -0.68146
P -1.68943 -0.56805 0.31755
P -0.31604 1.07016 0.88523
H 1.57240 1.02616 -0.77305
H -0.01203 -0.00142 1.96344
*
```

Orbital gap (eV): 8.87
Structure (SMILES): C1=[PH]=PN=N1
Molar mass (u): 104.0



Energy above the most stable structure, in eV: model w 0.000; model x 0.490



Model w:
Entry from the Open Molecules 2025 dataset: a 2-piece molecular cluster, C2H7N4 overall (the ωB97M-V functional and the def2-TZVPD basis).

ORCA input file:
```
! RIJCOSX wB97M-V def2-TZVPD def2/J DEFGRID3
* xyz 1 1
C -0.53608 0.00524 0.13651
C 1.51534 -0.06224 -0.87518
N 3.11036 0.16927 0.88323
N 2.56061 0.08228 -0.17075
N -1.26234 0.78001 0.90260
N -1.11709 -1.01462 -0.55194
H 1.21014 -1.14936 -0.87846
H 1.33648 0.68758 -1.54642
H 2.47196 0.25092 1.74221
H -0.94070 1.73024 1.17291
H -2.28199 0.63663 0.77980
H -0.75223 -1.09878 -1.49179
H -2.07999 -1.11292 -0.38057
*
```

Orbital gap (eV): 8.86
Molar mass (u): 87.1



Model x:
Entry from the Open Molecules 2025 dataset: a 2-piece molecular cluster, C2H7N4 overall (the ωB97M-V functional and the def2-TZVPD basis).

ORCA input file:
```
! RIJCOSX wB97M-V def2-TZVPD def2/J DEFGRID3
* xyz 1 1
C 0.67264 1.55045 1.89716
C 1.27573 0.99976 0.90320
N 0.02575 1.64429 0.51933
N -1.19022 -0.41616 -0.71838
N -0.10840 -1.00562 -0.96408
N -0.12243 -2.23950 -1.26996
H 0.43079 1.91848 2.84913
H 1.98586 0.34725 0.31779
H -0.81869 0.99740 0.06984
H -2.02301 -1.02668 -0.69421
H 0.08201 2.46032 -0.06975
H -1.05883 -2.73587 -1.22918
H 0.84881 -2.49412 -1.61089
*
```

Orbital gap (eV): 10.89
Molar mass (u): 87.1



Model y:
Entry from the Open Molecules 2025 dataset: a 2-piece molecular cluster, C2H7N4 overall (the ωB97M-V functional and the def2-TZVPD basis).

ORCA input file:
```
! RIJCOSX wB97M-V def2-TZVPD def2/J DEFGRID3
* xyz 1 1
C 0.80976 -1.73557 -1.27724
C -0.53393 1.10606 2.04888
N 0.42325 -0.85597 -0.61538
N -0.43299 0.93226 0.75273
N 1.32218 -2.74485 -1.84840
N -0.83471 1.69316 -0.31376
H -0.00635 0.31612 2.55914
H -0.97562 1.97136 2.48345
H 0.10771 0.09586 0.42163
H 0.92921 -3.57059 -1.45031
H 2.05711 -2.61729 -2.46244
H -1.61835 2.46673 -0.21747
H -0.45819 1.35994 -1.25010
*
```

Orbital gap (eV): 10.39
Molar mass (u): 87.1



Energy above the most stable structure, in eV: model w 2.101; model x 2.671; model y 0.000